Record 1
Density functional theory data (ωB97M-V/def2-TZVPD) for a single C6H10N2 molecule at a distorted geometry.

XYZ file:
```
18
Properties=species:S:1:pos:R:3:lowdin_spin:R:1
C -2.2753 -0.0031 -0.0615 0.084
C 0.1372 -2.1521 -0.1925 0.020
C 1.3479 -1.1759 -0.0156 0.008
C -0.0332 -0.8973 0.5521 0.087
C 0.7160 2.1242 -0.1716 0.236
C -0.8586 0.1980 -0.1247 0.133
N -3.3414 -0.3900 -0.0650 0.054
N -0.5728 1.5811 0.2133 0.863
H -0.2089 -2.1127 -1.1787 0.002
H 0.0333 -3.1780 0.3420 0.002
H 2.0639 -1.4010 0.7566 0.004
H 1.7804 -0.6499 -0.8210 0.002
H -0.1683 -0.8527 1.6550 0.043
H 0.4849 3.2070 -0.4610 0.069
H 1.3485 2.2173 0.7483 0.108
H 1.0411 1.7667 -1.1630 0.007
H -0.6444 -0.0453 -1.2531 0.013
H -0.8503 1.7636 1.2405 0.262
```

2S+1 ... 3
E_LUMO (alpha / beta) ... 0.590 / -3.321 eV
Expectation value of S² ... 2.005
HOMO level (alpha / beta) ... -3.537 / -11.443 eV
Kohn-Sham gap (alpha / beta) ... 4.13 / 8.12 eV
Charge ... 0
Energy above the lowest of the compared OMol25 structures with the same formula, charge and spin ... 271.19 kJ/mol

=====

Record 2
Density functional theory data (ωB97M-V/def2-TZVPD) for 2 unconnected molecules or ions with the total composition C2H6N2O2.

XYZ file:
```
12
Properties=species:S:1:pos:R:3:nbo_charge:R:1
N 2.0875 -0.9997 1.2925 -0.770
C 1.1343 -0.5912 0.4564 0.382
N 0.0093 -1.1834 0.2915 -0.711
H 2.0051 -1.7268 1.9809 0.401
H 2.9642 -0.5054 1.2995 0.408
H 1.3246 0.3186 -0.0951 0.256
H -0.7996 -0.6749 -0.2823 0.453
H -0.1923 -2.0313 0.7910 0.379
O -0.3015 1.5986 -0.2498 -0.761
C -1.2695 1.2413 -0.9295 0.645
O -1.7125 0.0570 -1.0521 -0.750
H -1.7876 2.0288 -1.5071 0.068
```

E_LUMO ... 0.344 eV
HOMO level ... -8.836 eV
Kohn-Sham gap ... 9.18 eV
Charge ... 0
Energy above the lowest of the compared OMol25 structures with the same formula, charge and spin ... 80.50 kJ/mol

=====

no.,calculated total energy (a.u.)
1,-343.84232
2,-339.80199